1.
17
Properties=species:S:1:pos:R:3:forces:R:3:lowdin_charge:R:1 method="wB97M-V/def2-TZVPD" orbital_gap_ha=0.28851 lumo_ev=6.3 total_charge=-2 e_tot_ha=-496.32217 e_above_lowest_ev=0.1001 e_homo_ev=-1.50
C 3.483170 -2.117910 -0.717010 -0.499 0.141 0.179 -0.073
C 3.359156 -0.726809 -0.000815 0.105 -0.540 -0.646 -0.819
O 2.272202 -0.504665 0.556804 -0.014 0.086 0.210 -0.088
O 4.368273 -0.001332 -0.127977 0.326 0.407 0.173 -0.130
H 3.157986 -2.024428 -1.757745 0.096 0.159 -0.017 0.045
H 2.772961 -2.798874 -0.243901 0.220 -0.235 0.033 0.041
H 4.511007 -2.483559 -0.706856 -0.044 -0.072 0.072 0.037
C -1.808759 0.497742 -0.352893 -0.708 -0.209 0.519 -0.196
C -1.614889 -0.655378 0.639830 0.681 0.098 -0.046 -0.134
C -3.136041 1.259540 -0.055244 0.007 -0.154 -0.005 -0.770
O -3.306993 1.675396 1.114948 0.073 0.084 0.007 -0.117
O -3.943693 1.341852 -1.016547 -0.037 0.114 -0.076 -0.137
H -0.942939 1.143430 -0.226033 0.007 0.265 -0.195 0.096
H -1.899508 0.157272 -1.383162 0.327 -0.097 -0.039 0.081
H -0.604488 -1.076453 0.543062 -0.200 -0.049 -0.090 0.050
H -2.349959 -1.454409 0.526628 -0.130 0.031 -0.033 0.056
H -1.670288 -0.253624 1.653767 -0.211 -0.028 -0.045 0.058



2.
97
Properties=species:S:1:pos:R:3:forces:R:3:lowdin_charge:R:1 method="wB97M-V/def2-TZVPD" orbital_gap_ha=0.23559 lumo_ev=-6.4 total_charge=+2 e_tot_ha=-4181.10846 e_above_lowest_ev=0.4350 e_homo_ev=-12.85
Ti 1.739051 0.465388 -0.277316 0.332 -0.071 0.155 0.657
C -4.079894 -2.036478 -2.889927 -0.008 0.008 -0.042 -0.019
C -2.947005 -1.273692 -2.272331 0.008 -0.075 0.014 -0.196
C -1.722093 -1.803580 -2.241247 -0.072 -0.055 -0.039 0.028
C -0.540108 -1.209415 -1.628822 0.172 -0.237 0.079 -0.079
C 0.379168 -1.945958 -0.958681 -0.329 -0.112 -0.337 -0.278
O 1.317044 -1.291330 -0.216476 0.036 0.052 0.169 -0.253
C 0.424146 -3.420816 -0.865976 -0.001 0.033 -0.087 -0.172
C 0.250883 -4.034836 0.371774 0.034 0.022 0.055 -0.027
C 0.290682 -5.416597 0.470149 -0.009 -0.019 0.015 -0.055
C 0.509810 -6.190931 -0.661679 -0.012 -0.018 0.009 -0.058
C 0.676663 -5.582559 -1.897483 -0.001 -0.004 -0.019 -0.054
C 0.628472 -4.200318 -2.001708 0.005 0.002 -0.024 -0.044
C -0.328590 0.238787 -1.409218 -0.431 0.113 0.229 -0.261
O 0.867236 0.725959 -1.845392 0.314 0.258 -0.416 -0.166
C -1.127999 0.942012 -0.567914 0.049 -0.337 -0.240 -0.087
C -2.552316 0.460553 -0.371404 0.119 -0.006 0.048 -0.203
C -0.648504 2.028406 0.297333 0.135 0.164 0.022 -0.165
N 0.592570 1.984554 0.667423 -0.276 0.080 0.067 -0.031
C 1.136810 2.898922 1.666547 0.058 0.066 -0.037 -0.283
C 1.715727 2.119649 2.834121 0.060 -0.018 -0.004 -0.390
Te 3.190540 0.649206 2.234834 -0.044 0.123 0.183 1.419
C 2.413192 -0.906612 3.432864 0.021 0.015 0.019 -0.520
C 2.217398 -0.651630 4.786164 0.023 0.086 -0.048 -0.135
C 1.740626 -1.663116 5.605398 -0.014 -0.034 0.011 -0.055
C 1.491329 -2.924161 5.080420 -0.012 -0.015 0.022 -0.049
C 1.709787 -3.173563 3.734059 -0.005 -0.023 -0.001 -0.064
C 2.165976 -2.162643 2.899094 0.017 0.028 -0.078 -0.147
C -1.647009 3.010546 0.782709 0.019 0.056 0.115 -0.206
C -2.234228 3.879803 -0.134863 0.047 -0.052 -0.052 -0.016
C -3.220462 4.758772 0.283422 -0.024 0.031 -0.023 -0.041
C -3.642547 4.751445 1.606026 -0.001 -0.002 0.002 -0.042
C -3.072645 3.871372 2.515734 -0.017 0.010 0.050 -0.040
C -2.070551 3.003073 2.110838 0.029 -0.043 -0.035 -0.029
H -3.723353 -2.957129 -3.347146 -0.003 0.007 -0.002 0.091
H -4.584456 -1.443841 -3.657707 -0.009 -0.008 0.018 0.102
H -4.830166 -2.293422 -2.138943 0.007 -0.001 -0.025 0.086
H -1.586631 -2.804545 -2.631939 -0.052 0.017 -0.013 0.122
H 0.060749 -3.428156 1.250097 0.017 -0.024 -0.022 0.076
H 0.137661 -5.894279 1.429721 0.008 0.006 -0.015 0.112
H 0.541152 -7.269638 -0.581740 0.003 0.017 0.001 0.115
H 0.842884 -6.183978 -2.781597 -0.008 0.004 0.014 0.115
H 0.751200 -3.724919 -2.969089 0.000 -0.008 0.032 0.120
H -3.114728 1.314073 0.022739 -0.013 0.045 0.033 0.156
H 0.370732 3.577590 2.033901 -0.040 0.062 0.006 0.123
H 1.909076 3.506237 1.195224 -0.018 -0.010 0.026 0.068
H 0.945612 1.542261 3.344329 0.000 -0.054 -0.009 0.062
H 2.183608 2.795523 3.545908 0.021 -0.007 0.002 0.070
H 2.440281 0.320522 5.209430 0.001 -0.007 0.013 0.104
H 1.580715 -1.468907 6.657724 0.006 -0.003 -0.013 0.118
H 1.134088 -3.716041 5.725737 0.005 0.020 -0.011 0.118
H 1.526840 -4.159274 3.325299 -0.001 0.011 0.007 0.108
H 2.311875 -2.358111 1.845238 0.001 -0.020 -0.025 0.081
H -1.923125 3.864370 -1.174492 -0.010 0.006 0.024 0.128
H -3.671765 5.439496 -0.426307 0.013 -0.014 0.012 0.119
H -4.425789 5.425863 1.925503 0.013 -0.008 -0.004 0.120
H -3.414142 3.856568 3.542621 0.011 -0.001 -0.022 0.119
H -1.643814 2.294432 2.812265 -0.004 0.009 -0.002 0.120
C 5.254000 -0.771210 -0.775401 -0.052 0.044 -0.019 -0.225
P 3.719293 -0.373398 -1.664216 0.119 -0.112 -0.054 0.841
C 3.306167 -1.864318 -2.602233 -0.042 0.060 0.054 -0.208
C 4.170025 0.879363 -2.913448 0.001 0.012 0.107 -0.368
C 4.557709 2.182180 -2.216965 -0.078 -0.078 0.025 -0.381
P 3.285985 2.697364 -0.988942 -0.003 0.127 -0.120 0.828
C 4.252481 3.885347 0.010430 -0.037 -0.063 0.071 -0.237
C 2.150010 3.760081 -1.939515 0.003 -0.040 0.052 -0.226
H 5.598023 0.082089 -0.191085 0.008 0.001 0.004 0.034
H 6.037453 -1.064686 -1.475063 -0.004 -0.001 -0.023 0.070
H 5.065716 -1.600548 -0.092784 -0.012 -0.004 0.009 0.059
H 4.112329 -2.124272 -3.287962 0.037 0.024 -0.001 0.071
H 2.392314 -1.685765 -3.169899 -0.008 -0.012 0.003 0.059
H 3.135107 -2.691903 -1.914263 -0.019 -0.004 0.000 0.056
H 3.297973 1.018187 -3.557030 -0.024 -0.009 -0.004 0.096
H 4.982845 0.504723 -3.537894 0.013 -0.021 -0.011 0.105
H 4.714384 2.986819 -2.936305 -0.008 0.036 -0.010 0.102
H 5.497389 2.058248 -1.674355 0.014 -0.003 0.016 0.086
H 4.805348 4.552695 -0.652063 -0.004 -0.016 -0.036 0.066
H 4.966234 3.353475 0.641250 -0.011 0.009 0.009 0.048
H 3.615048 4.499551 0.645532 0.015 -0.020 -0.013 0.046
H 2.687453 4.575594 -2.422802 0.032 0.007 -0.004 0.064
H 1.398962 4.183560 -1.270108 -0.005 -0.009 -0.002 0.047
H 1.635678 3.162564 -2.691417 -0.009 -0.005 -0.013 0.049
O -7.925456 -0.375219 -0.400997 -0.143 -0.080 0.219 0.144
C -6.938866 0.498215 -0.650540 0.227 -0.170 -0.813 -0.481
O -7.178238 1.610332 -1.014945 -0.068 0.122 0.307 0.148
C -5.513878 -0.016383 -0.598335 -0.044 0.231 0.052 -0.123
C -4.715751 0.416592 -1.580633 -0.075 -0.012 0.001 0.038
C -3.249752 0.113245 -1.713291 0.056 -0.015 0.098 -0.170
C -2.656776 -0.590987 0.714857 0.355 -0.092 -0.111 -0.598
S -1.369462 -0.948393 1.664447 -0.216 0.137 0.101 0.895
C -3.921701 -1.237601 0.964255 -0.312 -0.090 0.052 -0.094
C -5.133255 -0.948802 0.446298 0.138 -0.123 0.174 0.019
H -7.618114 -1.288546 -0.341131 0.027 0.085 0.049 0.113
H -5.161914 1.059974 -2.330957 0.003 0.029 0.047 0.144
H -2.859731 0.833929 -2.437969 -0.018 0.024 -0.029 0.163
H -3.881034 -1.986951 1.744267 -0.028 -0.001 0.013 0.104
H -5.955663 -1.480051 0.915963 0.001 -0.033 -0.007 0.125



3.
47
Properties=species:S:1:pos:R:3:forces:R:3:lowdin_charge:R:1 method="wB97M-V/def2-TZVPD" orbital_gap_ha=0.31861 lumo_ev=2.4 total_charge=-1 e_tot_ha=-1277.40323 e_above_lowest_ev=2.8776 e_homo_ev=-6.23
O -0.136330 1.179973 -1.123175 -0.693 0.475 0.539 -0.207
C -0.307819 0.350149 -0.102060 -0.385 0.083 -1.642 -0.439
C 0.650009 0.668875 1.087999 -0.644 -0.635 0.316 -0.260
C 1.667385 -0.416438 1.382743 -0.459 -1.529 0.501 -0.042
N -0.019816 1.072736 2.344599 -0.374 0.472 -1.551 0.065
C -1.002688 0.413017 3.094530 0.755 1.426 -1.223 -0.576
O -1.463613 -0.723778 2.540761 -0.603 0.035 0.830 0.033
O -1.355639 0.935844 4.120321 -0.441 -0.777 0.392 0.100
H -0.182265 -0.680980 -0.478500 0.112 -0.315 0.727 0.107
H 1.196254 1.524772 0.674491 -0.287 0.135 0.569 0.147
H 2.541682 -0.357648 0.743538 0.224 0.053 0.194 0.087
H 1.870620 -0.514311 2.457089 0.700 0.974 -0.115 0.086
H 1.267166 -1.436451 1.322543 -0.217 0.186 -0.930 0.047
H -0.165200 2.069282 2.256419 -0.186 -0.037 0.930 0.140
H 0.127066 1.356938 -2.764630 0.359 0.142 -0.151 -0.011
H 0.634277 0.350568 -3.713858 0.059 0.092 -0.361 0.012
O 0.437644 1.294671 -3.704941 -0.161 -0.276 0.278 -0.095
H 3.076864 -2.382492 -2.068955 0.035 0.197 -0.124 0.037
H 2.488703 -2.523643 -3.449146 0.268 0.120 -0.069 0.042
O 3.099758 -1.965634 -2.951828 -0.197 -0.523 0.112 -0.056
H -3.269093 2.628223 -0.114359 0.250 0.506 0.311 -0.010
H -2.402857 3.535871 0.777489 -0.109 -0.021 -0.082 0.033
O -3.203248 3.000143 0.800544 -0.085 -0.354 0.176 -0.093
H -1.831343 -0.484547 1.604624 0.872 0.014 0.121 0.092
H -2.188455 1.061090 0.604694 0.411 0.337 -0.302 0.067
O -1.786819 0.239534 0.266520 0.085 -0.295 0.524 -0.068
H 1.958306 -3.893438 -0.084874 -0.410 0.169 0.158 0.027
H 1.885195 -4.181180 -1.594983 -0.265 0.131 0.427 0.012
O 2.489614 -4.097968 -0.851458 1.142 -0.521 -0.232 -0.066
H 2.442351 1.593009 3.197777 -0.670 -0.448 -0.068 0.013
H 1.058426 1.902355 3.971556 0.381 -0.617 -0.504 0.010
O 1.966915 2.167932 3.795947 0.782 1.328 0.975 -0.064
H -2.771608 2.764548 -2.344486 -0.010 -0.132 -0.001 0.078
H -1.738572 1.929150 -1.534285 0.319 -0.110 0.224 0.022
O -2.693391 2.162170 -1.597198 -0.062 0.382 -0.510 -0.070
H 0.021415 -2.132268 -1.359509 -0.020 -0.781 0.847 0.032
H 0.542960 -2.140671 -2.639032 0.410 -0.681 -0.427 0.052
O 0.528591 -2.767977 -1.895222 -1.133 1.638 -0.711 -0.063
H 3.150116 -0.113816 -3.210458 0.223 0.225 0.120 -0.026
H 2.825544 1.340719 -3.608485 -0.132 -0.082 0.217 0.007
O 3.501074 0.792539 -3.189757 -0.001 0.031 -0.230 -0.091
H -0.434116 -2.099328 2.379476 0.117 -0.998 -0.205 0.008
H -0.911283 -3.164968 1.423223 0.066 -0.173 0.056 0.034
O -0.195762 -3.005075 2.049493 -0.160 0.492 0.043 -0.092
H -3.239886 -0.503564 -2.003033 -0.477 -0.198 -0.131 0.027
H -1.981933 0.105649 -2.299057 0.386 0.206 -0.464 -0.018
O -2.668266 -0.387932 -2.768342 0.223 -0.341 0.446 -0.071